1.
Molecular formula: C5H8N2
Method: DFT, ωB97M-V/def2-TZVPD

Geometry (Å):
H: 0.64 0.33 -1.83
N: 0.72 -0.58 -1.39
C: 0.08 -0.74 -0.32
C: 0.16 -2.09 0.35
C: -0.76 0.28 0.37
C: -0.71 1.70 -0.14
C: -2.51 -0.26 -0.03
N: -3.58 -0.56 -0.29
H: -0.77 -2.63 0.15
H: 0.99 -2.65 -0.07
H: 0.27 -1.99 1.43
H: -0.77 0.20 1.45
H: 0.27 2.13 0.03
H: -1.44 2.32 0.38
H: -0.93 1.74 -1.21

Summary:
Electronic energy in a.u.: -304.76674
SMILES: [H]/N=C(/C)[C@@H](C)C#N
Highest occupied orbital energy in eV: -10.471
Spin multiplicity: 1


2.
Molecular formula: C4H14N2O
Method: DFT, ωB97M-V/def2-TZVPD

Geometry (Å):
C: -1.09 -1.45 0.32
C: -0.89 -0.05 -0.30
C: -1.32 -0.16 -1.78
N: 0.40 0.48 0.08
C: 0.36 1.83 0.61
N: 1.51 2.35 1.28
H: -2.08 -1.70 0.75
H: -0.70 -2.20 -0.38
H: -0.46 -1.47 1.23
H: -1.66 0.61 0.17
H: -2.41 -0.16 -1.69
H: -1.01 0.64 -2.45
H: -1.07 -1.14 -2.19
H: 1.14 0.34 -0.59
H: -0.09 2.47 -0.21
H: -0.46 1.94 1.34
H: 2.41 2.56 0.87
H: 1.71 1.68 2.03
O: 1.75 -2.60 0.39
H: 2.63 -2.27 0.13
H: 1.35 -1.71 0.41

Summary:
Electronic energy in a.u.: -345.50927
SMILES: CC(C)NCN.O
Highest occupied orbital energy in eV: -8.812
Spin multiplicity: 1


3.
Molecular formula: C48H129N11O13
Method: DFT, ωB97M-V/def2-TZVPD

Geometry (Å):
C: 12.37 14.76 10.76
O: 10.97 14.96 10.57
C: 10.77 16.27 9.97
C: 9.27 16.62 10.10
C: 8.88 17.95 9.45
N: 8.86 16.55 11.54
H: 12.40 13.70 11.07
H: 12.71 15.45 11.56
H: 12.93 14.92 9.85
H: 11.42 16.94 10.56
H: 11.15 16.26 8.91
H: 8.67 15.85 9.65
H: 7.85 18.25 9.68
H: 8.96 17.84 8.36
H: 9.53 18.74 9.79
H: 9.14 15.62 11.78
H: 9.44 17.21 12.08
C: 19.21 13.36 7.47
O: 20.47 13.63 7.97
C: 20.47 14.34 9.20
C: 20.60 15.89 9.06
C: 21.69 16.25 8.09
N: 20.78 16.51 10.35
H: 18.53 13.04 8.25
H: 19.31 12.53 6.77
H: 18.84 14.28 6.93
H: 19.60 14.07 9.83
H: 21.39 13.99 9.67
H: 19.67 16.21 8.66
H: 21.54 15.62 7.22
H: 22.69 16.06 8.44
H: 21.63 17.30 7.84
H: 21.47 15.98 10.91
H: 19.93 16.50 10.89
C: 20.59 9.80 11.67
O: 19.99 10.39 12.84
C: 20.43 9.65 13.99
C: 20.07 10.47 15.25
C: 20.10 9.55 16.46
N: 18.67 11.00 15.23
H: 19.97 10.07 10.77
H: 20.77 8.73 11.77
H: 21.54 10.30 11.63
H: 19.87 8.70 13.95
H: 21.48 9.42 13.94
H: 20.79 11.27 15.41
H: 20.01 10.13 17.38
H: 21.06 9.04 16.55
H: 19.35 8.77 16.50
H: 18.09 10.24 15.03
H: 18.56 11.59 14.44
C: 20.15 19.78 18.53
O: 18.98 20.58 18.49
C: 17.81 19.87 18.14
C: 17.61 20.08 16.67
C: 16.19 19.61 16.18
N: 18.67 19.37 15.98
H: 20.04 19.04 19.41
H: 21.00 20.40 18.66
H: 20.20 19.21 17.60
H: 17.89 18.83 18.48
H: 16.98 20.30 18.71
H: 17.79 21.12 16.47
H: 16.13 19.64 15.10
H: 15.35 20.31 16.49
H: 15.97 18.57 16.44
H: 18.58 19.65 15.00
H: 18.57 18.36 16.06
C: 16.19 22.43 8.83
O: 15.46 21.91 9.93
C: 15.16 20.52 9.93
C: 14.01 20.21 10.83
C: 14.12 20.60 12.27
N: 13.76 18.76 10.64
H: 15.58 22.54 7.92
H: 17.05 21.83 8.66
H: 16.53 23.45 9.16
H: 14.92 20.19 8.92
H: 16.05 19.97 10.30
H: 13.10 20.74 10.43
H: 13.28 20.19 12.83
H: 14.15 21.69 12.39
H: 15.07 20.26 12.67
H: 14.45 18.18 11.08
H: 12.83 18.55 10.99
C: 26.10 14.36 15.62
O: 25.01 14.94 14.88
C: 25.43 15.67 13.65
C: 24.15 16.16 12.96
C: 23.55 17.23 13.86
N: 23.23 15.03 12.73
H: 27.04 14.31 15.10
H: 25.80 13.34 15.90
H: 26.25 14.87 16.55
H: 26.09 16.46 13.98
H: 25.92 14.96 12.99
H: 24.44 16.57 12.01
H: 23.33 16.76 14.82
H: 22.56 17.51 13.45
H: 24.28 18.04 13.91
H: 23.65 14.38 12.09
H: 23.13 14.50 13.59
C: 17.22 22.20 13.53
O: 17.78 20.95 13.24
C: 18.56 20.99 12.07
C: 19.58 19.81 12.12
C: 20.69 19.87 13.10
N: 20.25 19.58 10.82
H: 17.99 22.97 13.61
H: 16.72 22.01 14.51
H: 16.63 22.48 12.66
H: 17.92 20.92 11.15
H: 19.11 21.98 12.02
H: 19.02 18.94 12.45
H: 20.49 20.12 14.12
H: 21.43 20.58 12.77
H: 21.18 18.92 13.04
H: 20.93 18.86 10.76
H: 19.53 19.35 10.09
C: 12.59 13.71 14.67
O: 12.87 15.07 14.45
C: 11.73 15.86 14.36
C: 12.19 17.28 14.00
C: 13.08 17.94 14.96
N: 10.97 18.10 13.66
H: 11.74 13.37 14.07
H: 12.27 13.55 15.68
H: 13.48 13.14 14.51
H: 11.00 15.50 13.60
H: 11.15 15.86 15.33
H: 12.75 17.13 13.08
H: 12.49 18.24 15.85
H: 13.63 18.79 14.57
H: 13.83 17.19 15.19
H: 11.04 18.98 14.10
H: 10.16 17.69 14.15
C: 19.58 14.26 12.86
O: 18.83 15.46 12.73
C: 17.50 15.18 12.41
C: 16.69 16.39 12.15
C: 16.68 17.29 13.37
N: 15.30 16.20 11.78
H: 19.09 13.76 13.67
H: 20.62 14.59 13.06
H: 19.50 13.74 11.94
H: 17.45 14.61 11.52
H: 17.05 14.53 13.23
H: 17.19 16.87 11.32
H: 16.00 16.75 14.09
H: 16.29 18.24 13.08
H: 17.71 17.42 13.77
H: 15.16 15.61 10.97
H: 14.71 15.86 12.55
C: 20.28 16.32 16.24
O: 19.55 15.53 17.13
C: 19.08 14.32 16.60
C: 18.11 13.67 17.56
N: 16.99 14.53 17.91
C: 16.13 14.97 16.83
C: 14.85 15.59 17.26
O: 15.14 16.80 17.94
C: 13.97 17.38 18.56
H: 21.29 15.97 16.01
H: 20.40 17.31 16.65
H: 19.74 16.40 15.27
H: 19.87 13.61 16.38
H: 18.53 14.48 15.68
H: 18.54 13.37 18.52
H: 17.74 12.78 17.04
H: 17.23 15.29 18.54
H: 15.84 14.06 16.27
H: 16.62 15.60 16.09
H: 14.23 14.95 17.86
H: 14.21 15.88 16.39
H: 13.50 16.62 19.23
H: 13.31 17.74 17.77
H: 14.26 18.30 19.08
C: 17.73 18.23 8.47
O: 17.23 16.90 8.23
C: 15.81 16.80 8.28
C: 15.45 15.40 7.91
N: 15.82 14.42 8.95
C: 15.47 13.03 8.64
C: 15.84 12.23 9.87
O: 17.22 12.33 10.05
C: 17.71 11.54 11.11
H: 17.20 18.92 7.76
H: 18.76 18.25 8.11
H: 17.63 18.54 9.52
H: 15.31 17.51 7.61
H: 15.37 17.05 9.27
H: 15.78 15.14 6.86
H: 14.37 15.41 7.82
H: 16.80 14.52 9.11
H: 15.98 12.73 7.69
H: 14.41 12.88 8.45
H: 15.60 11.15 9.77
H: 15.41 12.67 10.79
H: 17.18 11.74 12.04
H: 18.75 11.86 11.17
H: 17.67 10.49 10.82

Summary:
Electronic energy in a.u.: -3486.36617
SMILES: COC[C@H](C)N.COC[C@H](C)N.COC[C@H](C)N.COC[C@H](C)N.COC[C@H](C)N.COC[C@H](C)N.COC[C@H](C)N.COC[C@H](C)N.COC[C@H](C)N.COCCNCCOC.COCCNCCOC
Highest occupied orbital energy in eV: -8.248
Spin multiplicity: 1